Record 1
Computed, not measured: C40H74O15Y as an isolated structure, with ωB97M-V/def2-TZVPD.

Calculated values
**Expectation value of S²**: 0.75
**E_HOMO (spin up / spin down)**: -13.104 / -13.104 eV
**Orbital gap (spin up / spin down)**: 7.0480 / 2.2551 eV
**2S+1**: 2
**Total charge**: +2

CARTESIAN COORDINATES (ANGSTROEM)
H: -5.1394 -3.4637 -4.4032
H: 5.7455 -0.4616 -5.6864
H: -0.3443 1.1304 2.5822
H: 0.7255 -4.1311 -4.1903
C: -1.3913 -4.3626 2.9538
H: -0.7266 -1.2258 3.9446
C: -0.3669 1.9947 4.6173
H: 1.6538 -3.1213 2.9042
C: -3.4662 -3.5085 3.8931
O: -5.2114 -0.8823 -0.3638
O: 2.2528 -5.4614 -0.4525
C: 5.0981 -0.1673 -4.8604
H: -0.9115 5.7573 0.1023
H: -3.6264 -4.2338 -2.6288
H: -1.4204 5.1558 2.3217
H: 3.3111 2.4146 -0.2198
H: -4.5164 -3.7856 3.8017
H: 5.2040 2.7476 2.2985
O: -1.1781 1.5104 5.6355
H: 5.4819 1.7953 -5.4141
H: -0.5527 1.3202 -0.8851
H: -5.3126 2.2076 0.7659
H: -3.2230 -3.0442 4.8489
H: 1.2018 5.2558 -4.6500
O: -4.4652 4.5059 -0.6027
H: -0.3693 5.2133 -3.8973
C: -2.1192 4.2257 -0.7203
C: 2.7401 -3.0931 2.9896
H: 3.2782 -4.0220 3.1778
H: 1.0681 0.8721 -1.1786
H: 0.2371 3.5059 -2.3440
C: -1.0574 4.6892 0.2635
H: -2.0329 -0.0941 3.6366
H: 0.5687 -1.4561 -0.9271
H: 2.6328 -2.6753 -0.9559
H: -3.2945 1.6151 0.0692
H: -3.6140 -0.0962 -1.5790
C: -4.9702 -2.6907 -3.6537
H: 2.1545 -1.9750 -3.0867
H: 1.1219 5.0618 -2.1562
H: -3.8311 -2.8025 -1.7304
H: 5.1370 -0.8462 -4.0086
H: 2.7635 2.4759 3.6382
H: -2.0702 3.1641 -0.9626
O: 1.0672 -4.8608 -2.2406
C: 3.1580 2.3832 2.6263
O: -4.4584 -1.4675 -4.2508
C: -0.1098 0.8593 3.6116
C: -0.0484 -0.6727 -0.4871
C: -1.1690 0.1017 5.5793
H: 1.9171 3.6555 -2.8605
H: 3.9733 1.4536 -2.8796
C: 0.9673 4.1847 -2.7846
C: -6.0256 0.3004 -0.1440
C: -3.7875 -3.1635 -2.7579
H: 3.8375 -3.1144 1.1109
C: -1.9285 -3.3281 1.9922
H: -7.0279 0.0930 0.2306
H: 1.4857 3.5544 2.0272
H: -1.0516 -1.0949 -0.4276
O: 3.0505 -2.3842 4.1749
C: 4.0556 1.6988 -3.9384
C: -3.1417 -1.2784 -4.0978
H: -1.8966 -1.9845 -2.6258
C: 2.0341 -4.6891 -1.3443
Y: -0.5940 1.2877 -4.8525
C: -1.7655 4.4616 1.5556
H: 4.4846 -0.6182 1.8148
H: 4.4652 -1.0504 4.6145
H: -0.7649 -3.8354 3.6734
C: 4.2560 3.2851 2.3217
C: 5.3757 1.2259 -4.4908
C: -2.6835 -4.8102 3.7030
H: 3.9131 -3.6806 -1.6941
H: 1.5219 1.8485 1.4252
O: 1.8370 0.9616 -4.6422
C: 2.0945 2.7603 1.5950
C: -3.3903 4.4862 -0.0203
H: 0.9472 0.6025 3.5426
O: 3.7006 -0.2240 -5.1573
H: -1.6063 3.4282 1.8634
C: -5.1860 1.1259 0.8112
C: 3.0614 0.8321 -4.5900
O: 4.0290 3.8564 1.0497
H: 2.9806 -0.3448 3.7814
H: -2.1116 4.8205 -1.6337
C: -3.9177 -0.3600 -0.5659
C: -2.5458 -2.4534 -3.3652
H: 6.1746 1.3328 -3.7571
H: -0.7994 2.8313 4.0685
H: -2.2194 -3.9315 1.1324
H: -5.4762 0.7155 1.7784
H: -2.0580 -3.1826 -4.0121
H: 0.2845 -0.4966 0.5358
H: 5.3775 -1.8471 2.6682
O: -0.2914 0.4347 -2.6806
H: -2.4744 -5.3060 4.6509
C: 2.2808 -3.0573 -3.0564
O: -3.0852 -2.7556 2.6964
C: -1.0733 -0.2111 4.1402
C: 3.6848 -1.1727 3.8635
H: 2.5989 -1.8875 1.2755
H: 0.1474 -3.0400 -2.9362
H: -0.0833 4.2034 0.2052
H: -1.1379 -2.5920 1.8461
H: -6.1434 0.8061 -1.1024
H: -0.3335 -0.3771 6.0901
C: 2.8826 3.2052 0.3962
H: 2.9449 -3.3390 -3.8736
C: 0.9291 -3.7571 -3.1870
C: 4.3732 -1.4579 2.5008
O: -2.5857 -0.2362 -4.4845
H: 3.5884 1.4094 2.3931
H: -5.9090 -2.5340 -3.1226
H: 2.4107 3.9042 -0.2943
H: 0.5253 2.4433 5.0540
C: 3.3935 -2.4070 1.8112
C: -3.7865 0.7430 0.4998
H: -3.2849 -1.2152 -0.3287
O: 0.2135 3.5136 -4.9999
C: 2.8438 -3.4703 -1.6710
H: 3.8721 2.7650 -4.0716
H: -2.0923 -0.3509 5.9408
H: -0.9097 -5.2240 2.4910
H: 4.2447 4.1060 3.0387
H: -3.2992 0.3408 1.3880
O: -3.1425 4.5984 1.2991
H: -3.3012 -5.4913 3.1176
C: 0.5013 4.6009 -4.1319
C: 0.0466 0.5162 -1.3124

Here are the Mulliken charges for atoms 1 to 2, given in e: 0.295 0.370

=====

Record 2
Computed, not measured: a 14-piece molecular cluster, C6H39NO14 overall, with ωB97M-V/def2-TZVPD.

Calculated values
**E_HOMO**: -9.465 eV
**Orbital gap**: 9.5694 eV
**ΔE to the lowest compared entry with this formula, charge and spin**: 94.4 kcal per mole
**Total charge**: 0

CARTESIAN COORDINATES (ANGSTROEM)
H: -0.5884 1.8741 -1.3192
H: -2.8614 0.1549 -0.3163
H: 2.2112 1.4344 3.9695
H: -1.7239 0.8969 -3.4826
H: 2.9703 -3.4553 -0.6790
H: 3.7559 0.3607 -2.6884
O: 0.8144 -1.8987 0.4148
H: -1.2561 -0.6157 4.1254
O: 0.7469 3.8225 1.0270
H: 1.1952 2.9873 0.8082
O: -2.9374 2.7900 0.6164
H: 0.3454 3.3785 2.9037
C: 3.1140 0.6220 -1.8469
H: 1.7301 0.6193 0.3620
H: -0.7951 -0.4234 5.6554
O: -0.5627 -0.7963 4.7755
H: 3.6621 0.2158 -0.9878
H: 1.1934 0.5913 -2.6238
H: 2.6420 0.1163 4.1480
H: 1.5050 -3.1579 -2.6854
H: 0.3760 1.1658 -0.4075
H: -2.6737 1.8374 2.1404
O: 2.2837 -1.6549 4.6287
H: -0.3246 2.6222 4.0875
H: 1.3443 -3.1708 -4.2403
H: 1.4186 -3.0825 -0.7672
H: 1.3297 -1.7317 4.8374
C: 0.2375 -0.9026 -0.0367
H: -0.2996 1.0876 -3.7142
H: -1.8630 -4.6167 -3.0063
O: 1.0378 -2.7244 -3.4597
H: 3.2304 1.7019 -1.7456
H: -0.8234 -3.6129 -3.3939
H: -2.1307 -0.1229 -1.8369
H: 2.5018 -1.9370 3.7770
C: -1.8544 -1.9454 0.4861
C: -1.8954 0.1626 -0.8160
H: -0.2269 -1.1399 -3.1239
O: 0.5002 2.8138 3.6548
H: -1.4428 1.1372 -0.7482
O: -1.0713 1.6112 -3.4559
H: 0.2356 4.1395 0.2601
C: 1.6875 0.0807 -1.7885
O: -2.5293 1.6585 3.0882
H: -1.2267 -2.8271 0.5425
H: -2.3559 -1.4779 1.3295
H: -2.6580 -2.3361 -0.1519
H: -1.5559 -1.7986 -2.9542
H: -2.3307 2.7467 -0.1634
O: -0.7435 2.7858 -1.0721
O: -1.1296 -0.9088 -3.0494
H: -0.6531 3.2435 -1.9132
O: -1.7894 -3.7098 -3.3444
N: -1.1102 -0.9015 -0.2068
C: 1.0516 0.3182 -0.4270
H: -3.0377 3.7259 0.8539
H: -3.2958 2.0260 3.5837
O: 2.8815 0.8713 3.5686
O: 2.1123 -3.7004 -1.0562
H: 1.6324 -0.9503 -2.1354

Here are the Mulliken charges for atoms 1 to 2, given in e: 0.412 0.572

=====

Record 3
Computed, not measured: C32H44N4O2SSi2W as an isolated structure, with ωB97M-V/def2-TZVPD.

Calculated values
**E_HOMO (spin up / spin down)**: -6.369 / -6.368 eV
**Orbital gap (spin up / spin down)**: 6.7021 / 6.7013 eV
**ΔE to the lowest compared entry with this formula, charge and spin**: 21.0 kcal per mole
**Total charge**: 0

CARTESIAN COORDINATES (ANGSTROEM)
H: -2.4383 -4.0955 -0.9995
C: -0.2933 -4.4728 2.0103
C: 4.0572 -1.3277 -1.3295
C: 1.3972 -3.0295 1.1426
H: -3.7888 1.4628 0.4493
H: 3.4390 -2.0378 -1.8650
H: 2.4242 -2.7751 0.9062
C: -0.4918 2.7062 -1.2664
H: 3.7040 0.7280 5.4285
H: -3.3938 -3.4456 -2.3387
H: -3.7279 1.8430 2.1711
C: -2.1122 -0.5207 3.4996
H: -0.7704 -1.7864 -3.2168
C: 4.2256 0.6080 0.1022
H: -0.5333 4.0995 1.1148
H: -4.2989 -0.2836 -1.3887
H: 0.4751 5.5293 1.3703
H: -5.1686 -0.8499 2.5093
H: 0.6187 1.9696 -3.5340
C: 4.9162 4.7321 -0.7023
H: 2.6820 3.0973 2.7065
C: -3.3174 -0.2824 -1.8688
C: -1.6337 -1.1948 0.5665
H: 0.0121 -2.5902 -1.8526
H: 2.3424 1.9364 -3.9257
O: -1.4484 3.4032 -1.5342
H: -3.9720 -3.2795 -0.6790
H: 5.1880 4.7882 0.3536
H: -1.8805 -1.5512 3.7835
C: 3.5080 4.2292 -0.8760
H: 3.7273 1.4039 0.6430
H: 2.6978 -1.7524 4.7777
H: -4.9684 -1.2678 0.8086
C: 1.6172 1.8246 -3.1196
C: 2.4777 4.7063 -0.0702
H: -1.2021 0.0769 3.5809
H: -2.8682 0.7047 -1.7479
H: -2.2690 1.9557 1.1737
C: 1.6035 0.7032 2.9504
H: -2.8267 -0.1308 4.2289
S: 0.7048 1.4522 1.7101
Si: -2.2183 -1.6076 -1.1516
C: 0.9037 3.2689 -1.1646
C: -0.8461 -2.3275 1.0790
N: 0.4758 -2.0988 0.8608
C: -0.5940 -1.7295 -2.1393
C: 6.2213 -0.4839 -0.6900
N: 2.4397 1.3437 3.7935
N: 1.6455 -0.5934 3.2971
H: 2.6945 5.4644 0.6772
C: 3.1973 3.3056 -1.8621
H: -0.6156 5.4266 -0.0242
H: 7.3007 -0.5445 -0.7347
H: 5.0297 5.7347 -1.1207
C: 1.1702 4.2594 -0.2150
C: 3.4362 -0.3225 -0.5847
C: -3.0791 -3.2669 -1.3079
H: 0.0411 -0.8090 -2.1131
H: 1.6835 0.8006 -2.7479
N: 2.0655 -0.2112 -0.5080
C: -4.4887 -1.3123 1.7885
H: -4.3875 -2.3663 2.0593
C: 2.5097 -0.7836 4.3543
C: -3.1777 1.3766 1.3493
C: 5.4416 -1.4013 -1.3803
H: 1.1337 -1.2945 2.7784
H: -3.4776 -0.4556 -2.9363
C: 1.0476 -4.2324 1.7261
O: -0.6013 1.4250 -1.0006
C: 3.0032 0.4299 4.6706
H: 1.8127 -4.9626 1.9494
C: 5.6061 0.5196 0.0501
H: 5.6301 4.0784 -1.2035
H: 5.9137 -2.1809 -1.9648
W: 0.3495 -0.1410 -0.0869
C: 0.0653 4.8610 0.6121
H: 3.6980 2.9524 4.1639
Si: -2.8271 -0.4144 1.7608
C: 1.9054 2.8120 -2.0194
H: 6.2086 1.2474 0.5804
H: 3.9815 2.9437 -2.5194
H: 1.9637 3.3264 4.3110
C: 2.7109 2.7707 3.7455
C: -1.2442 -3.5213 1.6787
H: -2.2974 -3.6926 1.8575
H: -0.5941 -5.4049 2.4712

Here are the Mulliken charges for atoms 1 to 2, given in e: 0.337 -0.716

=====

Record 4
Computed, not measured: a 2-piece molecular cluster, C4H10NOS overall, with ωB97M-V/def2-TZVPD.

Calculated values
**E_HOMO**: -2.960 eV
**Orbital gap**: 6.9586 eV
**ΔE to the lowest compared entry with this formula, charge and spin**: 41.0 kcal per mole
**Total charge**: -1

CARTESIAN COORDINATES (ANGSTROEM)
S: -1.1722 0.9398 -0.4670
O: -0.1048 -2.1310 -0.0981
C: 0.5803 1.3989 1.7574
H: 0.2145 -0.0816 3.1223
H: 1.3003 0.9432 -0.1795
H: 0.5144 2.6306 0.0172
H: 1.4924 1.8844 2.0213
N: 0.5882 0.0178 2.1695
H: -0.2852 -2.3040 -2.9480
H: 0.6786 -0.9133 -2.3467
H: -0.9709 -0.7470 -2.8955
H: -0.2496 1.9345 2.2664
C: -0.2902 -1.3824 -2.3508
H: 0.0439 -0.4937 1.5000
H: -1.9293 -1.6345 -0.8278
C: 0.4122 1.5503 0.2317
C: -0.8225 -1.6120 -0.9725

Here are the Mulliken charges for atoms 1 to 2, given in e: -0.527 -0.641

=====

Record 5
Computed, not measured: a 6-piece molecular cluster, C79H59INO10 overall, with ωB97M-V/def2-TZVPD.

Calculated values
**E_HOMO**: -2.418 eV
**Orbital gap**: 2.7009 eV
**Total charge**: -1

CARTESIAN COORDINATES (ANGSTROEM)
O: 11.1672 -8.3836 -0.4777
H: 0.6090 7.2184 -4.2747
C: -5.8872 0.5709 -6.5663
H: -3.1176 -1.5014 0.1626
C: 2.5335 -3.9602 0.2132
H: -3.9860 8.7474 -5.2570
C: 7.9770 -6.8257 -1.2308
C: 9.6369 -4.6095 -1.4337
O: 1.3345 3.0587 1.1584
C: -1.4709 6.8790 -3.9970
C: 9.9716 -8.2599 -0.6433
C: -0.5910 8.6939 -5.2992
C: 2.9597 6.8844 1.1595
H: 7.8376 -3.5241 -1.9052
C: -1.0593 -1.0059 -0.2311
H: 9.1776 -12.7101 0.3339
H: 2.2052 -1.1336 -0.5762
H: 0.2560 9.2365 -5.6983
C: -5.9487 -3.1311 -3.2798
C: 9.0525 -9.4311 -0.4878
H: -2.4451 -3.9597 -0.6995
C: -5.5065 3.5226 5.8454
O: -6.1229 -3.4985 -5.6105
C: -5.8819 -3.9981 -0.6423
O: -5.4686 0.0510 -1.6210
H: 10.2791 -3.7409 -1.5059
C: 2.0462 -1.4183 0.4843
C: 3.0004 6.0168 -0.0541
C: 9.3525 -6.9532 -1.0000
C: -5.8793 -1.2338 -4.9809
C: -6.0892 -4.4821 -2.9886
C: 1.8435 4.1531 1.1889
H: 5.7911 -10.2755 -0.6954
C: -3.3076 3.1013 -1.3460
C: 1.2690 5.2521 4.7347
C: 8.7593 -11.7542 0.0456
H: 3.9720 6.1236 -3.2920
H: 1.8084 7.1250 5.6338
C: -5.9891 -2.7000 -4.7102
H: -6.2196 -5.1728 -3.8102
H: 11.2358 -5.9676 -0.9201
H: -2.1363 -3.5702 0.8643
H: -5.4492 3.0581 -1.1718
H: 1.9538 -4.6415 -0.4299
H: -0.4651 -1.9770 1.6394
C: 7.6811 -9.3055 -0.6964
C: -1.4588 -0.4699 5.8737
H: 1.3281 -0.2493 2.1488
C: 2.3611 7.0519 3.5685
H: -1.0036 -0.2997 1.7982
C: -0.3841 7.5760 -4.5107
H: -2.5065 -2.3731 3.2877
H: -0.2971 -1.2573 -0.9800
C: 3.3439 -4.8538 1.1741
H: -2.5666 -1.8634 -1.4633
C: -2.9693 8.4342 -5.0635
C: 1.7185 -2.8751 0.6569
H: 3.1214 3.7987 -3.2118
C: 1.2783 4.4888 3.5805
C: -4.5284 2.5365 5.8853
C: -4.7858 4.7113 -2.3521
C: -6.0537 -4.9134 -1.6740
C: -5.6245 -0.7516 -2.5148
I: 4.2487 -3.4377 -1.3154
H: 3.0131 -1.1907 0.9634
H: -5.8511 -4.3376 0.3850
O: -0.0708 5.3226 -2.9342
H: 0.9667 0.4797 0.5963
H: -1.2011 3.4361 -1.6882
H: 10.6576 -10.7264 0.0312
H: 6.3773 -5.4727 -1.7328
O: -1.5513 1.6378 7.7285
C: -2.2661 -1.9101 -0.4113
H: -4.4151 5.4691 8.3889
H: -6.0877 -1.5164 -7.0779
H: -2.0439 9.9935 -6.1986
C: -2.5128 -1.5823 4.0256
H: -3.1634 2.2063 -0.7551
H: 4.3162 -4.4014 1.4040
C: -5.4635 4.5750 6.7423
C: 9.5889 -10.6601 -0.1202
C: 10.1779 -5.8407 -1.1049
C: -4.5941 3.5796 -1.5824
C: -3.4691 3.6666 7.7304
C: 7.4403 -5.5876 -1.5627
C: 1.8340 5.0048 2.4167
H: -6.1600 -5.9666 -1.4496
C: -2.2121 3.7768 -1.8683
C: 7.0638 -8.0005 -1.1153
H: -5.6094 -1.9178 -0.1431
C: -5.6263 1.0405 -4.2261
N: -1.9810 -3.3047 -0.0935
C: -3.5133 0.3938 4.9485
H: -0.6611 -0.3748 6.5973
H: -6.2861 3.4388 5.1008
C: -3.5263 -0.6408 4.0219
H: 2.1734 2.9064 -1.0976
C: -1.8845 9.1207 -5.5787
C: 8.2729 -4.4849 -1.6618
C: 3.5430 6.5169 -1.2326
C: -2.4743 0.4791 5.8805
H: -4.3297 -0.6748 3.2987
C: -3.5045 2.6101 6.8283
C: 7.3887 -11.6264 -0.1559
H: 0.7203 -3.0699 0.2232
H: -1.4053 0.0175 -0.4485
C: -5.7092 -0.3164 -3.9444
H: -5.6620 2.5454 -5.7466
C: 3.5764 5.7237 -2.3673
C: 2.6144 -5.1640 2.4837
H: 0.8688 3.4878 3.5516
C: -4.6063 1.4055 4.9051
H: 3.5639 -5.7932 0.6513
C: 6.8514 -10.4074 -0.5282
H: -5.4877 1.7289 -3.4042
C: -2.7663 7.3123 -4.2687
H: -2.6642 3.6951 8.4521
C: 1.0035 -0.4856 1.1265
C: -2.4241 1.5733 6.8908
H: -5.9537 0.9171 -7.5894
H: 2.7854 8.0460 3.5347
H: 1.6344 -5.6185 2.2834
C: -1.4758 -1.4971 4.9457
C: -1.2090 5.6616 -3.1653
C: 2.4982 4.7162 -0.0272
C: -3.9554 6.6023 -3.7079
C: -5.7237 1.4864 -5.5324
C: -3.6973 5.3871 -2.8839
C: -0.4303 -0.9912 1.1614
C: -4.4454 4.6459 7.6870
H: 2.4186 -4.2431 3.0428
C: 1.8128 6.5324 4.7282
O: -5.5227 1.3302 4.1166
C: -5.9609 -0.7838 -6.2927
H: -0.6722 -2.2210 4.9182
H: 0.8403 4.8491 5.6432
O: 3.3781 8.0220 1.1451
C: -5.7446 -2.6503 -0.9253
H: -5.7757 5.0985 -2.5525
O: 5.8815 -7.9294 -1.3510
C: 2.5648 3.9129 -1.1568
H: -6.2235 5.3446 6.7070
H: 3.1977 -5.8610 3.0934
H: 6.7398 -12.4821 -0.0204
C: 3.0994 4.4182 -2.3253
C: 2.3750 6.2905 2.4058
C: -5.7725 -2.2124 -2.2430
O: -5.0788 7.0069 -3.9162
C: -2.4019 4.9245 -2.6355
H: 3.9149 7.5325 -1.2360

Here are the Mulliken charges for atoms 1 to 2, given in e: -0.683 0.621

=====

Record 6
Computed, not measured: C19H16IrN6OS as an isolated structure, with ωB97M-V/def2-TZVPD.

Calculated values
**E_HOMO (spin up / spin down)**: -11.121 / -11.109 eV
**Orbital gap (spin up / spin down)**: 5.3671 / 6.1343 eV
**Total charge**: +1

CARTESIAN COORDINATES (ANGSTROEM)
N: 0.0744 4.2649 -1.1257
C: -3.4500 -1.9955 3.0093
C: 1.0158 1.7678 2.1718
S: -3.0550 -3.3174 1.9248
C: -1.5411 -2.8296 -1.6545
C: 0.5305 -1.2168 -2.4806
C: 1.3763 4.0518 -1.1080
Ir: -0.9646 -2.4290 1.1644
H: 0.0819 -0.1698 -0.6539
O: 0.9432 -1.8671 1.8825
C: 1.9868 0.8676 -2.5938
C: 1.3112 -0.6426 1.8167
C: -0.6952 3.3169 -1.6266
H: 2.4444 -0.9882 -3.3679
H: 2.7046 3.0057 1.7573
H: -4.8939 -1.4367 4.3355
C: 3.1244 0.9285 1.3934
H: -1.1964 -3.9878 -3.4142
N: -1.1664 -1.7957 -0.8818
H: 0.3938 2.5948 2.4836
C: -0.8852 0.3080 2.6120
C: 0.4592 0.4698 2.1877
C: 2.3087 2.0022 1.7839
C: -0.1747 -1.0017 -1.2984
N: -1.5383 -0.8232 2.6108
C: 1.2096 1.9731 -2.0458
C: 0.1625 -2.3293 -3.2506
H: 2.9805 1.1982 -2.8656
H: 0.6841 -2.5618 -4.1672
H: -2.3960 -3.4024 -1.3170
C: -0.1811 2.1228 -2.1118
H: 3.2581 -1.1881 1.1197
C: 2.6423 -0.3496 1.4095
N: -2.7318 -0.9157 3.1637
H: -1.7563 3.5290 -1.6456
H: -1.3938 1.1929 2.9875
H: -0.8213 1.3763 -2.5523
C: -0.8891 -3.1305 -2.8360
C: 1.6886 -0.4131 -2.8466
N: 1.9571 2.9583 -1.5417
H: 4.1435 1.1115 1.0920
H: 2.0086 4.8392 -0.7219
H: -5.1606 -2.9561 3.5309
N: -4.5992 -2.1315 3.6703

Here are the Mulliken charges for atoms 1 to 2, given in e: -0.547 0.666

=====

Which value of total charge does entry 1 give? +2

=====

What is the total charge in the third record? 0